(a)
This record from the Open Molecules 2025 dataset describes 21 unconnected molecules or ions with the total composition H42O21. The level of theory is ωB97M-V/def2-TZVPD.

Element x y z (Å)
H1 2.397 -0.911 3.828
H2 0.278 1.081 -5.201
O1 -2.255 -4.363 -0.194
H3 -3.160 -1.761 2.021
O2 -1.237 0.397 1.714
O3 -3.608 1.474 1.499
H4 4.551 1.078 1.301
H5 2.591 0.629 3.288
H6 0.580 0.947 -2.698
H7 -3.452 3.353 -1.456
O4 -0.154 -1.895 0.544
H8 -3.717 -1.833 -2.303
H9 3.381 0.762 -1.639
H10 0.195 -1.747 -4.964
H11 -2.989 2.133 -3.235
H12 0.218 0.311 3.042
H13 -0.141 5.081 -1.110
H14 0.156 -0.480 4.336
O5 5.006 0.229 1.607
H15 -1.588 -4.331 0.421
O6 1.134 -1.618 -4.732
H16 -3.925 1.838 0.760
H17 0.300 -0.286 -3.439
O7 -2.599 1.923 -3.967
O8 -0.613 4.324 -0.772
H18 -0.118 3.702 -0.206
H19 -2.162 1.179 -4.253
O9 2.484 -3.626 2.370
O10 0.081 1.561 -4.411
H20 2.753 -1.996 1.376
H21 2.019 0.964 0.765
H22 -2.728 -3.468 -0.245
O11 -1.047 -2.078 2.861
H23 3.436 -3.255 2.225
H24 0.786 -1.983 0.751
O12 -3.836 -1.539 2.546
O13 0.289 -0.098 -2.437
H25 -0.146 2.426 -4.628
H26 -1.853 1.162 1.622
H27 0.637 1.085 1.448
H28 -2.876 -1.190 -3.370
O14 1.207 1.591 0.792
H29 -0.318 -2.126 2.124
H30 -3.696 -1.809 3.569
H31 1.982 3.065 -0.210
O15 2.996 -2.028 0.539
H32 -1.081 -1.064 2.941
O16 2.688 -0.218 3.128
H33 -3.863 0.427 1.571
O17 -3.704 2.596 -1.017
H34 4.286 -0.333 2.002
O18 -2.777 -1.846 -2.630
O19 0.661 0.203 3.968
H35 1.557 -2.196 -4.094
H36 -1.224 0.189 0.871
O20 2.061 3.994 -0.278
H37 -0.065 -1.463 -0.338
H38 4.049 -1.665 0.346
H39 2.857 4.364 -0.255
H40 -2.929 2.061 -1.146
H41 2.327 0.399 -0.727
H42 2.222 -4.165 1.642
O21 3.033 0.995 -0.720

## Properties
2S+1   1
HOMO-LUMO gap   10.007 eV
HOMO energy   -0.3832 Eh

Löwdin population analysis, charges in e, atoms 1 to 8: 0.1357, 0.0550, -0.0486, -0.0819, -0.0327, -0.0494, 0.0595, -0.0414

---

(b)
This record from the Open Molecules 2025 dataset describes 21 unconnected molecules or ions with the total composition H42O21. The level of theory is ωB97M-V/def2-TZVPD.

Element x y z (Å)
H1 -0.766 1.282 -3.928
H2 -2.665 3.978 1.578
H3 3.070 -2.113 -0.279
H4 -1.460 2.341 -2.044
O1 -2.315 3.303 2.162
O2 -2.831 -0.934 3.351
O3 1.227 -1.471 -1.909
O4 -1.550 1.851 -3.927
H5 -0.080 -3.816 -3.209
O5 -3.525 -1.402 -0.231
H6 2.167 -1.252 -2.069
O6 -1.630 -2.944 1.032
O7 -3.121 1.086 0.812
O8 0.191 3.067 2.928
H7 1.712 3.342 -0.984
O9 -1.321 1.891 -1.196
H8 1.118 2.271 1.765
H9 -0.861 0.423 -0.435
O10 -1.423 0.498 5.071
H10 0.235 -0.731 -0.488
O11 0.821 0.434 -3.823
H11 -0.608 0.096 4.672
H12 1.332 -0.646 3.530
H13 2.897 2.348 -2.341
H14 -2.672 -3.977 -1.415
H15 2.714 0.296 1.853
H16 -2.280 2.438 1.709
H17 0.199 2.501 3.705
O12 4.004 -1.887 -0.419
O13 0.560 -3.982 -2.505
H18 0.153 -1.572 3.676
H19 -3.745 0.520 0.340
O14 2.654 3.129 -0.938
H20 -2.389 -0.501 4.132
H21 3.664 0.502 -3.003
H22 -2.000 2.243 -4.674
O15 2.520 -0.638 2.111
H23 4.465 -0.765 -3.228
H24 -1.979 -2.737 -0.998
H25 -1.428 1.428 5.304
H26 -0.735 3.389 2.753
H27 2.650 2.509 -0.169
H28 1.155 -2.412 -2.198
H29 3.310 -0.856 2.626
H30 2.595 1.916 -3.866
H31 -4.288 -1.995 -0.226
H32 -2.185 1.763 -0.765
H33 3.942 -1.299 -1.192
H34 -1.458 -2.953 1.983
O16 3.595 -0.500 -2.903
O17 -1.918 -3.434 -1.671
H35 1.149 0.973 0.908
H36 -2.531 0.456 1.255
H37 -0.023 -4.115 -1.742
O18 1.706 1.707 1.200
O19 0.551 -0.803 4.097
H38 1.364 0.171 -3.056
H39 -0.838 -2.439 0.756
H40 -3.029 -1.777 0.541
O20 -0.668 -0.514 -0.215
H41 -3.553 -1.390 3.799
H42 0.860 -0.343 -4.393
O21 3.296 2.046 -3.213

## Properties
2S+1   1
HOMO-LUMO gap   10.808 eV
HOMO energy   -0.3946 Eh

Löwdin population analysis, charges in e, atoms 1 to 8: 0.0003, 0.0676, 0.0176, 0.0274, -0.0469, -0.0796, -0.0918, -0.0693

---

(c)
This record from the Open Molecules 2025 dataset describes 21 unconnected molecules or ions with the total composition H42O21. The level of theory is ωB97M-V/def2-TZVPD.

Element x y z (Å)
O1 -1.608 -2.837 0.389
H1 -1.034 2.842 2.288
H2 -1.880 -1.799 2.897
H3 3.365 -1.492 -0.123
H4 -2.487 3.422 2.671
H5 1.245 2.338 -0.296
H6 -2.982 2.002 0.892
H7 1.013 3.364 0.755
O2 0.689 -0.707 -0.436
O3 -3.022 3.448 -0.710
H8 -3.189 3.966 -1.471
H9 -2.222 1.160 2.146
H10 -1.563 1.616 -0.808
O4 1.319 -4.012 1.011
H11 -3.536 0.290 -3.114
H12 -0.240 1.787 -1.475
H13 0.102 3.372 -1.480
O5 -1.039 -2.266 2.968
H14 3.088 -2.399 1.068
H15 -0.884 -2.092 1.949
H16 1.179 -1.643 -0.282
O6 0.939 0.639 3.856
O7 1.230 3.354 -0.162
H17 2.130 -4.456 1.377
H18 0.905 -2.238 -1.684
H19 1.174 -3.273 -2.799
H20 0.272 -2.212 -3.804
H21 0.872 -2.522 3.327
O8 -4.227 0.153 -2.499
H22 0.654 -3.998 3.735
O9 -3.116 1.445 1.613
O10 2.894 -2.216 0.136
H23 -2.431 3.737 -0.117
H24 -2.429 -2.397 0.725
H25 0.232 1.591 0.778
H26 2.312 -0.079 -2.017
O11 2.617 0.212 -2.927
H27 -1.246 -1.819 -3.992
H28 2.792 1.406 0.772
O12 -0.373 -1.924 -4.461
O13 2.797 0.523 0.454
H29 3.354 2.491 -1.266
H30 0.732 1.375 2.362
O14 -3.736 -1.753 -0.734
H31 4.271 1.304 -1.669
H32 -3.858 -1.428 -1.713
H33 0.892 -0.164 4.349
O15 0.613 1.828 1.562
O16 -0.723 1.910 -0.628
H34 3.371 -0.274 -3.001
H35 0.378 1.346 4.251
H36 1.844 -3.232 0.568
O17 1.343 -3.372 3.505
O18 4.336 2.254 -1.423
H37 -1.798 -3.713 0.579
H38 1.253 3.319 -2.614
O19 0.205 3.223 -2.557
H39 -0.267 -0.953 -0.502
H40 -3.955 0.700 -1.854
H41 -3.527 -2.683 -0.889
O20 0.524 -2.964 -2.091
H42 1.929 0.027 0.569
O21 -1.642 3.239 3.001

## Properties
2S+1   1
HOMO-LUMO gap   9.784 eV
HOMO energy   -0.3737 Eh

Löwdin population analysis, charges in e, atoms 1 to 8: -0.0441, 0.0356, 0.0357, 0.0133, -0.0083, 0.0606, -0.0657, 0.0264

---

Stability, highest: (b)

---

(a)
This record from the Open Molecules 2025 dataset describes 2 unconnected molecules or ions with the total composition C5H12FN2. The level of theory is ωB97M-V/def2-TZVPD.

Element x y z (Å)
N1 1.518 -0.222 1.092
H1 -0.042 2.280 -0.928
C1 1.774 -2.113 -0.380
H2 1.173 -2.537 -1.121
F1 -0.963 0.021 1.825
C2 -0.856 0.558 -0.258
C3 1.025 -0.954 0.146
H3 -2.875 0.078 0.071
H4 -1.045 2.670 0.454
H5 2.745 -1.682 -0.619
C4 -0.256 1.984 0.008
N2 -0.105 -0.553 -0.495
H6 0.853 0.317 1.653
H7 2.470 -0.412 1.405
H8 -0.635 -1.331 -1.022
H9 -2.448 1.751 -0.778
H10 -2.507 0.216 -1.529
H11 1.720 -2.664 0.555
C5 -2.248 0.700 -0.627
H12 0.704 1.892 0.547

## Properties
2S+1   1
Charge   +1
HOMO-LUMO gap   9.443 eV
HOMO energy   -0.5345 Eh

Löwdin population analysis, charges in e, atoms 1 to 8: 0.2414, 0.0568, 0.0678, 0.0803, -0.3889, -0.2250, -0.3278, 0.1529

---

(b)
This record from the Open Molecules 2025 dataset describes a gas-phase ion, C5H12FN2 (charge +1). The level of theory is ωB97M-V/def2-TZVPD.

Element x y z (Å)
H1 -1.779 2.415 -0.792
H2 1.929 -2.160 -1.978
C1 1.145 -0.802 -0.497
H3 -0.726 -1.078 -0.215
H4 -2.176 0.526 1.902
N1 -0.030 -0.470 0.088
H5 0.264 -2.621 -1.133
H6 2.257 0.892 -0.485
C2 1.318 -2.221 -1.096
C3 -0.588 0.767 0.612
H7 1.949 -2.608 -0.180
H8 2.906 -0.476 -1.062
H9 -1.106 1.905 2.198
H10 -0.455 0.272 2.684
C4 -1.877 1.326 -0.511
C5 -1.150 0.878 1.981
N2 2.230 -0.070 -0.535
H11 -1.741 0.732 -1.390
H12 -2.844 1.112 -0.038
F1 0.474 1.683 0.448

## Properties
2S+1   1
Charge   +1
HOMO-LUMO gap   11.077 eV
SMILES   C/C(N)=[NH+]/C(C)(C)F
HOMO energy   -0.5318 Eh

Löwdin population analysis, charges in e, atoms 1 to 8: 0.0968, 0.0873, -0.2909, 0.1233, 0.0887, 0.1689, 0.1118, 0.1095

---

Stability, highest: (b)

---

(a)
This record from the Open Molecules 2025 dataset describes a single C5H8N4 molecule. The level of theory is ωB97M-V/def2-TZVPD.

Element x y z (Å)
H1 0.417 -1.923 1.447
N1 0.746 -1.657 0.530
H2 1.060 0.276 -1.718
H3 1.625 1.373 0.422
H4 0.774 0.633 1.814
H5 2.708 0.035 -1.076
N2 -0.985 1.747 -0.679
C1 0.752 0.704 0.748
C2 -2.628 -0.415 0.085
H6 -1.342 -0.610 1.717
C3 -0.758 0.848 0.169
C4 1.738 -0.374 -1.203
H7 -1.962 2.061 -0.956
H8 1.777 -1.478 -1.605
C5 -1.434 -0.256 0.691
N3 1.126 -0.548 0.122
N4 -3.612 -0.418 -0.509

## Properties
2S+1   1
HOMO-LUMO gap (alpha / beta)   6.080 / 6.070 eV
HOMO energy (alpha / beta)   -0.2728 / -0.2726 Eh

Löwdin population analysis, charges in e, atoms 1 to 8: 0.0995, 0.2260, 0.0843, 0.1460, 0.1103, 0.0802, 0.1271, -0.0566

---

(b)
This record from the Open Molecules 2025 dataset describes 4 unconnected molecules or ions with the total composition C5H8N4. The level of theory is ωB97M-V/def2-TZVPD.

Element x y z (Å)
H1 3.732 -1.048 -1.099
H2 1.909 -1.716 0.269
N1 -1.130 -1.394 0.188
C1 -0.101 -0.242 -0.114
H3 4.654 1.198 -0.251
N2 -1.604 1.409 0.045
H4 -3.517 -1.435 -0.167
C2 3.768 0.053 0.131
C3 -2.468 -0.823 -0.029
H5 -0.816 -2.291 -0.259
C4 1.399 -0.634 -0.073
H6 3.646 -0.404 1.756
C5 -0.278 1.077 0.208
H7 0.480 1.836 0.389
N3 -2.634 0.371 -0.054
H8 -1.928 2.329 -0.408
N4 2.215 0.321 -0.318

## Properties
2S+1   1
HOMO-LUMO gap   6.983 eV
HOMO energy   -0.2669 Eh

Löwdin population analysis, charges in e, atoms 1 to 8: 0.1642, 0.1369, 0.0307, -0.1776, 0.1396, -0.0506, 0.1627, -0.1877

---

Stability, highest: (a)

---

(a)
This record from the Open Molecules 2025 dataset describes a molecular structure, C6H11N3. The level of theory is ωB97M-V/def2-TZVPD.

Element x y z (Å)
H1 -3.357 0.731 0.166
C1 -0.867 1.341 0.109
C2 -2.801 -0.167 -0.097
H2 -3.088 -0.456 -1.111
H3 1.797 1.898 1.385
H4 -3.091 -0.971 0.577
H5 -0.905 -1.931 0.276
H6 1.685 0.491 -1.609
H7 -1.482 2.138 0.519
C3 -0.493 -0.952 0.034
C4 1.770 -1.847 0.122
H8 1.918 -2.461 -0.773
N1 0.794 -0.819 -0.128
C5 1.220 0.440 -0.634
N2 0.376 1.506 -0.196
H9 2.114 2.799 -0.232
H10 2.730 -1.381 0.347
C6 1.579 2.057 0.342
N3 -1.374 0.084 -0.040
H11 1.474 -2.497 0.943

## Properties
2S+1   1
Charge   +2
HOMO-LUMO gap   8.555 eV
HOMO energy   -0.6803 Eh

Löwdin population analysis, charges in e, atoms 1 to 8: 0.1207, 0.0924, 0.0433, 0.1288, 0.1269, 0.1217, 0.2026, 0.1757

---

(b)
This record from the Open Molecules 2025 dataset describes a gas-phase ion, C6H11N3 (charge +2). The level of theory is ωB97M-V/def2-TZVPD.

Element x y z (Å)
H1 3.958 -1.317 0.313
C1 -0.980 -1.216 2.104
H2 -0.909 -2.265 1.662
H3 -0.686 0.022 -2.552
N1 2.122 0.369 -0.945
C2 -0.176 1.209 -0.773
C3 2.921 -1.382 0.369
C4 -0.428 0.167 0.059
C5 1.353 1.258 -1.271
H4 -0.165 -0.917 2.815
H5 2.567 -1.941 1.188
H6 1.290 1.975 -2.096
C6 -1.017 0.907 -2.118
H7 -2.092 0.816 -1.966
H8 -0.395 2.203 -0.427
H9 -1.952 -1.256 2.733
N2 -1.089 -0.145 1.132
H10 -2.012 0.276 1.300
N3 2.098 -0.601 -0.155
H11 -0.729 1.674 -2.789

## Properties
2S+1   1
Charge   +2
HOMO-LUMO gap (alpha / beta)   8.237 / 8.596 eV
HOMO energy (alpha / beta)   -0.6946 / -0.6909 Eh

Löwdin population analysis, charges in e, atoms 1 to 8: 0.1226, -0.0194, 0.1353, 0.0800, 0.1341, -0.2219, 0.2273, 0.1196

---

Stability, highest: (a)